# 1
{"formula": "C22H29IrN3P2", "method": "ωB97M-V/def2-TZVPD", "orbital_gap_ha": [0.187, 0.219], "s_squared": 6.040, "charge": 1, "relative_energy_kj_mol": 35.7, "e_tot_ha": -1806.70270, "spin_multiplicity": 5, "lumo_ev": [-1.953, -4.813], "homo_ha": [-0.2587, -0.3963], "elements": ["Ir", "P", "P", "N", "N", "N", "C", "C", "C", "C", "C", "C", "C", "C", "C", "C", "C", "C", "C", "C", "C", "C", "C", "C", "C", "C", "C", "C", "H", "H", "H", "H", "H", "H", "H", "H", "H", "H", "H", "H", "H", "H", "H", "H", "H", "H", "H", "H", "H", "H", "H", "H", "H", "H", "H", "H", "H"], "coordinates": [[0.810, 0.039, 0.342], [0.565, 0.617, 2.497], [2.239, 1.171, -0.972], [-0.742, 1.455, -0.141], [-2.449, 2.803, 0.164], [2.188, -1.350, 0.756], [-1.795, 3.243, -0.973], [2.787, -3.269, -0.582], [1.462, -3.880, 4.039], [4.340, -1.622, -2.264], [2.016, -2.169, 1.881], [3.906, 0.397, -0.805], [1.907, -1.645, 3.189], [4.155, -2.975, -2.580], [1.589, -4.406, 2.765], [-0.867, -0.155, 3.344], [1.909, 0.975, -2.771], [3.405, -3.790, -1.754], [-1.794, 1.717, 0.636], [1.861, -3.569, 1.646], [0.676, 2.358, 2.993], [3.766, -1.071, -1.119], [1.625, -2.503, 4.250], [-0.735, 2.410, -1.158], [2.957, -1.879, -0.293], [1.986, -0.153, 3.397], [2.026, -4.017, 0.328], [2.541, 2.931, -0.616], [4.255, 0.568, 0.224], [4.908, -0.969, -2.929], [-2.132, 1.175, 1.503], [-2.065, 4.120, -1.528], [2.918, 0.272, 2.995], [-3.232, 3.245, 0.633], [0.164, -1.724, -0.093], [1.497, -5.477, 2.589], [3.363, 3.324, -1.230], [0.031, 2.468, -1.917], [1.639, 3.521, -0.819], [4.612, -3.367, -3.489], [2.076, -0.074, -3.043], [-0.852, -1.232, 3.137], [1.483, 2.859, 2.443], [2.798, 3.055, 0.444], [1.785, -5.049, 0.094], [0.880, 2.431, 4.071], [0.868, 1.208, -3.018], [-0.272, -1.073, -0.506], [1.499, -2.080, 5.250], [1.899, 0.104, 4.461], [3.276, -4.850, -1.975], [-1.825, 0.237, 2.988], [2.563, 1.612, -3.382], [4.605, 0.882, -1.497], [-0.264, 2.878, 2.778], [-0.814, 0.000, 4.429], [1.230, -4.520, 4.891]], "mulliken_charge": [0.731, 0.723, 0.814, 0.029, -0.047, 0.037, -0.901, 1.292, -0.849, -0.546, 0.157, -1.215, 0.155, -0.830, -0.794, -1.351, -1.361, -0.758, -0.207, 1.518, -1.115, -0.073, -0.569, -0.429, 0.211, -1.238, -1.767, -1.225, 0.318, 0.414, 0.290, 0.408, 0.311, 0.225, -0.106, 0.428, 0.476, 0.553, 0.361, 0.392, 0.338, 0.325, 0.169, 0.263, 0.391, 0.491, 0.425, 0.182, 0.408, 0.602, 0.430, 0.362, 0.415, 0.589, 0.346, 0.402, 0.398]}

=====

# 2
{"formula": "C22H29IrN9S", "method": "ωB97M-V/def2-TZVPD", "orbital_gap_ha": [0.257, 0.239], "s_squared": 0.789, "charge": 4, "relative_energy_kj_mol": 87.0, "e_tot_ha": -1849.55511, "spin_multiplicity": 2, "lumo_ev": [-12.876, -13.648], "homo_ha": [-0.7305, -0.7409], "elements": ["Ir", "S", "N", "N", "N", "N", "N", "N", "N", "N", "N", "C", "C", "C", "C", "C", "C", "C", "C", "C", "C", "C", "C", "C", "C", "C", "C", "C", "C", "C", "C", "C", "C", "H", "H", "H", "H", "H", "H", "H", "H", "H", "H", "H", "H", "H", "H", "H", "H", "H", "H", "H", "H", "H", "H", "H", "H", "H", "H", "H", "H", "H"], "coordinates": [[1.073, -0.360, -0.477], [2.927, 0.702, 0.358], [-0.430, 0.376, -1.651], [0.654, -1.201, 1.464], [2.049, 0.158, -2.268], [2.580, 1.244, -4.096], [-0.696, 1.641, 1.511], [-0.290, 1.716, -1.884], [0.671, 3.494, -2.541], [4.522, -0.472, 2.124], [-0.162, -2.035, -1.057], [-0.667, -2.746, 0.165], [0.376, -2.658, 1.234], [3.452, 0.361, 2.024], [-0.977, 2.739, -1.276], [-0.251, -0.579, 2.521], [-1.343, -1.720, -1.932], [3.104, -0.483, -2.863], [-1.285, 0.444, 2.098], [-1.672, 2.684, 1.139], [4.777, -0.090, 4.435], [-0.382, 3.878, -1.727], [3.032, 1.000, 3.170], [-2.862, 0.274, -2.273], [3.694, 0.773, 4.381], [3.436, 0.185, -4.008], [-3.617, 1.428, -1.960], [-2.029, 2.305, -0.308], [1.753, 1.213, -3.040], [0.729, 2.164, -2.626], [-1.592, -0.228, -1.907], [5.185, -0.704, 3.269], [-3.351, 2.380, -0.997], [1.293, 4.146, -3.007], [1.570, -1.189, 1.906], [-1.184, 3.655, 1.195], [5.317, -0.272, 5.354], [0.406, -0.124, 3.264], [-1.871, 0.669, 2.998], [0.004, 2.032, 2.129], [4.193, -0.008, -4.750], [0.052, -3.141, 2.156], [-0.946, -3.767, -0.096], [-3.427, -0.462, -2.842], [2.564, 1.908, -4.861], [-1.563, -2.217, 0.495], [-0.763, -1.403, 3.019], [-4.090, 3.144, -0.780], [4.876, -0.891, 1.270], [-1.876, 1.230, -0.254], [-1.990, -0.007, 1.388], [1.305, -3.135, 0.915], [-2.558, 2.719, 1.779], [3.553, -1.367, -2.445], [-4.578, 1.482, -2.458], [-0.616, 4.918, -1.565], [0.453, -2.660, -1.574], [-1.136, -2.026, -2.961], [-2.215, -2.276, -1.594], [6.036, -1.371, 3.208], [2.227, 1.718, 3.115], [3.371, 1.292, 5.275]], "mulliken_charge": [1.801, -0.340, -0.408, -0.581, 0.135, -0.049, -0.003, 0.255, -0.005, 0.000, -0.486, -0.525, -1.051, 0.062, 0.142, -0.688, -1.060, -0.349, -0.881, -1.152, -0.584, -0.650, -0.161, -0.943, -0.417, -0.538, -0.454, 2.005, 0.312, 0.205, 0.823, -0.259, -1.108, 0.261, 0.362, 0.456, 0.465, 0.491, 0.616, 0.157, 0.455, 0.524, 0.486, 0.531, 0.246, 0.330, 0.399, 0.538, 0.290, -1.049, 0.154, 0.455, 0.415, 0.459, 0.506, 0.503, 0.411, 0.428, 0.585, 0.469, 0.519, 0.489]}

=====

# 3
{"formula": "C22H29N3OS", "method": "ωB97M-V/def2-TZVPD", "orbital_gap_ha": 0.318, "charge": 0, "relative_energy_kj_mol": 1636.8, "e_tot_ha": -1492.81242, "lumo_ev": 0.243, "homo_ha": -0.3096, "elements": ["S", "O", "N", "N", "N", "C", "C", "C", "C", "C", "C", "C", "C", "C", "C", "C", "C", "C", "C", "C", "C", "C", "C", "C", "C", "C", "C", "H", "H", "H", "H", "H", "H", "H", "H", "H", "H", "H", "H", "H", "H", "H", "H", "H", "H", "H", "H", "H", "H", "H", "H", "H", "H", "H", "H", "H"], "coordinates": [[-0.120, -2.846, 1.240], [6.820, 0.746, -0.723], [1.604, -1.725, -0.364], [-2.084, 0.532, 0.846], [0.313, -0.087, 0.637], [-4.782, -0.275, -1.068], [-0.439, 1.771, -0.537], [-6.555, -0.437, -2.842], [5.495, 0.059, -0.530], [-4.510, 1.460, 2.270], [-0.814, 0.245, 1.320], [4.966, -0.780, -1.585], [-6.242, 1.502, 0.371], [-6.111, -0.017, -1.428], [-2.911, -0.491, 0.665], [4.632, 0.153, 0.432], [-5.077, 0.909, 0.800], [-4.307, -0.182, 0.177], [8.573, 2.037, -0.120], [0.646, -1.661, 0.387], [3.772, -1.402, -1.525], [0.837, 0.935, -0.417], [7.311, 1.553, 0.265], [3.321, -0.386, 0.724], [-1.699, 0.926, -0.557], [2.857, -1.292, -0.158], [-6.709, 0.906, -0.722], [-5.129, 2.423, 2.669], [-6.798, 2.118, 0.818], [1.761, -2.716, -0.590], [7.270, 1.108, 1.193], [-2.762, -1.280, -0.040], [-5.999, -0.116, -3.422], [4.932, 1.043, 1.332], [9.006, 2.654, 0.612], [-0.535, 2.701, 0.298], [-0.308, 1.105, 1.953], [-7.443, -0.155, -2.915], [0.961, 0.318, -1.374], [5.719, -1.044, -2.329], [3.422, -1.917, -2.151], [-3.551, 1.711, 2.157], [8.473, 2.621, -0.961], [-1.698, 0.445, -1.596], [-0.248, 2.414, -1.530], [-4.352, -1.204, -1.578], [6.661, 2.478, 0.271], [-2.615, 1.809, -0.717], [-3.159, -1.043, 1.717], [1.592, 1.400, 0.136], [9.311, 1.121, -0.191], [-0.918, -0.624, 2.232], [-4.564, 0.478, 2.953], [2.626, -0.068, 1.592], [-7.689, 1.340, -0.894], [-6.713, -1.441, -2.760]], "mulliken_charge": [-0.299, -0.373, 0.019, 0.680, 0.485, -0.370, -0.962, -2.589, 0.506, -1.080, -1.820, -0.446, -1.774, 0.022, -0.657, 0.274, 1.226, 0.312, -1.563, -0.027, -1.389, -0.521, -0.085, -0.708, -0.433, 0.152, 0.138, 0.279, 0.644, 0.443, 0.437, 0.391, 0.762, 0.045, 0.466, 0.255, 0.150, 0.714, 0.303, 0.336, 0.956, 0.278, 0.359, 0.293, 0.370, 0.220, 0.278, 0.277, 0.518, 0.416, 0.270, 0.396, 0.219, 0.445, 0.248, 0.516]}

=====

# 4
{"formula": "C22H29N5O3", "method": "ωB97M-V/def2-TZVPD", "orbital_gap_ha": 0.337, "charge": 0, "relative_energy_kj_mol": 9.5, "e_tot_ha": -1355.34095, "lumo_ev": 0.465, "homo_ha": -0.3203, "elements": ["O", "O", "O", "N", "N", "N", "N", "N", "C", "C", "C", "C", "C", "C", "C", "C", "C", "C", "C", "C", "C", "C", "C", "C", "C", "C", "C", "C", "C", "C", "H", "H", "H", "H", "H", "H", "H", "H", "H", "H", "H", "H", "H", "H", "H", "H", "H", "H", "H", "H", "H", "H", "H", "H", "H", "H", "H", "H", "H"], "coordinates": [[-0.586, 1.839, -2.457], [-3.489, -1.904, -2.404], [-0.239, -2.346, -0.694], [1.102, -0.764, 0.212], [-0.399, -0.247, -1.537], [1.573, 2.652, -0.402], [-2.977, -0.605, -0.629], [2.440, 1.120, 0.963], [5.361, -2.072, -0.062], [-1.022, 4.020, 0.023], [-1.392, -0.757, -2.467], [-3.708, -1.735, 1.446], [3.012, -2.255, 0.407], [1.283, 3.924, -1.009], [5.283, -3.172, -0.899], [0.144, -1.197, -0.675], [-4.934, -1.949, 2.331], [0.888, 5.206, 1.146], [-3.063, -3.069, 1.083], [-0.062, 1.109, -1.637], [4.068, -3.810, -1.089], [1.499, 0.536, 0.191], [2.935, -3.353, -0.440], [4.230, -1.612, 0.587], [-2.722, -1.169, -1.826], [0.932, 1.464, -0.672], [2.453, 2.379, 0.576], [1.771, -1.728, 1.079], [-4.117, -0.969, 0.180], [0.290, 4.770, -0.189], [-4.755, -1.595, -0.448], [-2.280, -0.022, -0.195], [-1.765, 4.681, 0.463], [-2.755, -3.598, 1.982], [-3.771, -3.691, 0.541], [-1.591, 0.036, -3.193], [0.195, 5.863, 1.665], [3.117, 3.112, 0.989], [-2.189, -2.927, 0.452], [-4.664, -0.060, 0.453], [6.167, -3.531, -1.405], [-5.381, -0.999, 2.612], [-0.999, -1.634, -2.985], [1.077, 4.345, 1.785], [4.281, -0.747, 1.232], [-2.980, -1.126, 1.996], [0.852, 3.723, -1.993], [1.821, 5.744, 0.997], [2.022, -1.206, 2.003], [1.060, -2.536, 1.268], [6.307, -1.571, 0.084], [-0.878, 3.178, 0.698], [-5.680, -2.538, 1.802], [-4.657, -2.481, 3.238], [4.003, -4.666, -1.745], [2.222, 4.472, -1.129], [1.984, -3.841, -0.592], [-1.406, 3.647, -0.923], [0.089, 5.663, -0.790]], "mulliken_charge": [-0.698, -0.689, -0.644, 0.270, -0.035, 0.090, 0.052, -0.641, -0.714, -1.446, -0.973, 1.041, 0.687, -1.403, -0.374, 0.355, -1.680, -1.546, -1.241, 0.585, -0.746, 1.726, -0.219, -0.240, 0.619, -0.446, -0.645, -1.786, -1.275, 0.868, 0.450, 0.064, 0.509, 0.428, 0.332, 0.476, 0.429, 0.532, 0.167, 0.340, 0.381, 0.423, 0.369, 0.337, 0.419, 0.202, 0.439, 0.381, 0.567, 0.589, 0.381, 0.251, 0.359, 0.398, 0.389, 0.461, 0.422, 0.300, 0.357]}